Entry from the OMol25 dataset: a molecular structure, C27H33F6N7O3P2SSeTc (ωB97M-V/def2-TZVPD).

Computed properties:
Molecular weight = 888.570 g mol⁻¹
Net charge = +3
Multiplicity = 3
HOMO energy (spin up / spin down) = -0.5877 / -0.5977 Ha
Frontier orbital gap (spin up / spin down) = 7.68 / 7.91 eV
E_tot = -5819.458957 hartree
<S²> = 2.019

Structure (XYZ):
```
81
Properties=species:S:1:pos:R:3:lowdin_charge:R:1
Tc 1.03 -1.15 -0.50 1.1797
O 1.11 2.11 0.41 -0.2219
S -0.25 1.74 0.31 0.6583
O -0.54 0.32 0.47 -0.3585
O -0.80 2.17 -1.13 -0.3096
C -1.36 2.69 1.27 -0.2612
C -1.39 2.67 2.66 -0.0054
C -2.33 3.47 3.29 -0.0034
C -3.21 4.26 2.55 -0.0001
C -3.16 4.28 1.17 -0.0143
C -2.22 3.49 0.52 -0.2566
P -1.97 3.33 -1.24 1.0500
C -1.31 4.77 -1.97 -0.2970
C -1.10 4.79 -3.36 -0.0648
C -0.56 5.92 -3.94 -0.0325
C -0.24 7.02 -3.15 -0.0129
C -0.44 7.00 -1.78 -0.0307
C -0.98 5.87 -1.18 -0.0446
C -3.33 2.62 -2.08 -0.2884
C -3.69 1.30 -1.79 -0.0608
C -4.82 0.76 -2.37 -0.0400
C -5.59 1.54 -3.24 -0.0122
C -5.23 2.85 -3.53 -0.0310
C -4.10 3.40 -2.95 -0.0523
H -0.70 2.05 3.22 0.1346
H -2.38 3.48 4.37 0.1323
H -3.93 4.87 3.07 0.1332
H -3.85 4.89 0.60 0.1369
H -1.36 3.94 -3.97 0.1215
H -0.40 5.95 -5.01 0.1247
H 0.17 7.91 -3.62 0.1284
H -0.19 7.86 -1.18 0.1256
H -1.13 5.86 -0.11 0.1120
H -3.09 0.69 -1.13 0.1079
H -5.10 -0.26 -2.17 0.1236
H -6.47 1.12 -3.70 0.1276
H -5.83 3.45 -4.20 0.1258
H -3.83 4.43 -3.16 0.1142
C -0.03 -4.99 3.23 0.0001
N -0.30 -4.32 1.95 -0.1086
C -1.38 -4.84 1.09 0.0113
C 0.42 -3.30 1.52 -0.3494
N 0.22 -2.74 0.34 -0.0059
N 1.42 -2.84 2.36 0.1893
C 2.29 -1.78 2.19 -0.4340
N 3.16 -1.61 3.20 0.2141
N 2.26 -1.01 1.14 -0.0648
H -0.71 -5.82 3.34 0.1045
H -0.19 -4.31 4.07 0.1086
H 0.98 -5.40 3.25 0.1090
H -1.92 -5.60 1.64 0.1037
H -0.97 -5.29 0.19 0.1137
H -2.08 -4.05 0.83 0.1014
H -0.53 -3.15 -0.20 0.0333
H 1.52 -3.35 3.22 0.1316
H 3.23 -2.24 3.97 0.1349
H 3.86 -0.88 3.15 0.1384
H 2.97 -0.29 1.18 0.0900
C 2.84 -4.64 -2.78 -0.0005
N 2.58 -3.55 -3.71 -0.1077
C 2.28 -3.70 -5.04 0.0140
C 2.12 -2.45 -5.55 0.0027
N 2.32 -1.56 -4.53 -0.1067
C 2.18 -0.12 -4.65 0.0063
C 2.58 -2.24 -3.41 -0.6224
Se 3.08 -1.53 -1.72 0.8021
H 2.83 -5.57 -3.33 0.1088
H 2.06 -4.66 -2.02 0.0829
H 3.81 -4.50 -2.31 0.0946
H 2.21 -4.66 -5.51 0.1471
H 1.88 -2.13 -6.55 0.1486
H 2.43 0.17 -5.66 0.1097
H 2.87 0.37 -3.96 0.0750
H 1.16 0.17 -4.42 0.0948
F -0.38 -0.96 -2.01 -0.3844
P -1.36 -2.26 -2.84 0.2310
F -2.16 -3.41 -3.52 -0.0474
F -2.43 -1.13 -3.09 -0.0894
F -0.11 -3.23 -2.44 -0.1691
F -1.97 -2.54 -1.37 -0.1492
F -0.57 -1.84 -4.16 -0.1002
```

---

Entry from the OMol25 dataset: a single C27H33FN4O4 molecule (ωB97M-V/def2-TZVPD).

Computed properties:
Molecular weight = 496.583 g mol⁻¹
SMILES = CC(C)(C)NC(=O)c1ccc2c(c1)N(CC(=O)N1CCN(c3ccc(F)cc3)CC1)C(=O)C(C)(C)O2
Net charge = 0
HOMO energy = -0.3035 Ha
Frontier orbital gap = 8.76 eV
E_tot = -1668.593491 hartree

Structure (XYZ):
```
69
Properties=species:S:1:pos:R:3:lowdin_charge:R:1
C -2.91 -2.38 0.29 -0.0220
C -1.94 -2.82 -0.81 -0.5825
C -2.33 -2.19 -2.15 -0.0325
C -1.93 -4.35 -0.94 -0.0333
N -0.59 -2.35 -0.47 0.1279
C 0.14 -2.78 0.59 -0.4513
O -0.27 -3.55 1.43 0.0727
C 1.52 -2.21 0.62 -0.1336
C 2.61 -3.06 0.78 -0.0112
C 3.89 -2.54 0.79 0.0238
C 4.10 -1.18 0.68 -0.1930
C 3.00 -0.30 0.62 -0.1109
C 1.72 -0.84 0.55 0.0476
N 3.25 1.07 0.68 0.0370
C 2.15 1.99 0.89 -0.0344
C 1.33 2.09 -0.40 -0.4350
O 1.73 1.62 -1.44 0.0813
N 0.15 2.76 -0.31 -0.0515
C -0.52 3.17 0.90 -0.1188
C -1.62 2.15 1.26 -0.1452
N -2.53 2.04 0.14 -0.1003
C -3.82 1.54 0.37 -0.2421
C -4.18 0.91 1.56 -0.0343
C -5.48 0.46 1.76 -0.0056
C -6.42 0.64 0.76 -0.2839
F -7.68 0.20 0.95 0.0505
C -6.09 1.27 -0.43 -0.0054
C -4.80 1.72 -0.62 -0.0168
C -1.86 1.66 -1.08 -0.1348
C -0.77 2.68 -1.42 -0.1062
C 4.50 1.59 0.53 -0.3622
O 4.73 2.77 0.68 0.0986
C 5.56 0.58 0.10 -0.4487
C 5.46 0.47 -1.43 0.0227
C 6.95 1.05 0.53 0.0047
O 5.37 -0.70 0.70 0.0371
H -2.93 -1.30 0.37 0.0634
H -2.59 -2.80 1.24 0.0809
H -3.91 -2.74 0.07 0.0888
H -3.32 -2.52 -2.44 0.0899
H -2.35 -1.10 -2.07 0.0605
H -1.63 -2.47 -2.93 0.0873
H -2.92 -4.70 -1.21 0.0843
H -1.63 -4.79 0.00 0.0752
H -1.23 -4.66 -1.72 0.0868
H -0.12 -1.79 -1.16 0.1388
H 2.44 -4.12 0.88 0.1211
H 4.75 -3.19 0.88 0.1228
H 0.86 -0.19 0.47 0.1015
H 2.60 2.96 1.12 0.1411
H 1.55 1.64 1.74 0.1333
H -1.00 4.13 0.71 0.1341
H 0.17 3.29 1.73 0.1183
H -1.15 1.18 1.50 0.1289
H -2.16 2.50 2.13 0.1275
H -3.46 0.74 2.34 0.1060
H -5.76 -0.03 2.68 0.1202
H -6.84 1.41 -1.19 0.1185
H -4.55 2.23 -1.53 0.1108
H -1.37 0.68 -0.96 0.1162
H -2.57 1.59 -1.90 0.1152
H -1.22 3.67 -1.58 0.1330
H -0.22 2.38 -2.31 0.1249
H 6.16 -0.29 -1.79 0.0959
H 4.45 0.19 -1.73 0.0900
H 5.71 1.43 -1.88 0.1006
H 7.02 1.01 1.61 0.0956
H 7.09 2.08 0.21 0.0894
H 7.71 0.41 0.09 0.0906
```

---

Entry from the OMol25 dataset: a molecular structure, C27H33IN8OS3Y (ωB97M-V/def2-TZVPD).

Computed properties:
Molecular weight = 797.627 g mol⁻¹
Net charge = +1
HOMO energy = -0.3525 Ha
Frontier orbital gap = 6.47 eV
E_tot = -3092.480181 hartree

Structure (XYZ):
```
74
Properties=species:S:1:pos:R:3:lowdin_charge:R:1
Y 0.04 0.26 0.09 1.1768
C -1.05 -2.94 4.60 -0.4371
S 0.12 -3.62 3.42 0.8696
C -0.10 -2.64 1.98 -1.0856
S -1.27 -1.38 1.93 0.6066
N 0.72 -3.01 1.03 -0.0925
N 0.62 -2.21 -0.07 -0.1183
C 0.94 -2.74 -1.19 -0.0783
C 0.85 -1.93 -2.41 -0.2770
C 1.21 -2.47 -3.63 -0.0024
C 1.12 -1.69 -4.77 -0.0289
C 0.66 -0.39 -4.65 -0.0277
C 0.30 0.07 -3.39 -0.1470
N 0.40 -0.67 -2.29 0.0141
H -0.91 -3.55 5.50 0.0387
H -2.07 -3.03 4.26 0.0273
H -0.83 -1.90 4.84 -0.0072
H 1.25 -3.78 -1.24 0.1356
H 1.56 -3.50 -3.69 0.1224
H 1.40 -2.09 -5.74 0.1198
H 0.56 0.27 -5.50 0.1158
H -0.08 1.07 -3.26 0.0991
C -4.30 0.65 2.14 -0.0470
N -4.02 1.15 0.79 -0.1885
C -4.04 2.60 0.68 -0.0546
C -3.54 0.35 -0.17 -0.7263
S -2.35 0.90 -1.31 0.6373
N -4.01 -0.90 -0.27 -0.1926
C -5.34 -1.27 0.19 -0.0288
C -3.35 -1.92 -1.08 -0.0845
H -3.76 1.29 2.84 0.0954
H -3.93 -0.36 2.25 0.0525
H -5.37 0.68 2.38 0.0948
H -5.01 2.95 1.03 0.0996
H -3.92 2.89 -0.36 0.0643
H -3.26 3.04 1.28 0.0688
H -5.94 -0.38 0.37 0.0917
H -5.31 -1.87 1.10 0.0991
H -5.82 -1.85 -0.59 0.0991
H -2.28 -1.85 -0.98 0.0267
H -3.63 -1.82 -2.13 0.0967
H -3.66 -2.90 -0.71 0.0985
I 1.26 0.34 6.19 0.9493
C 2.02 -0.04 4.31 -0.7084
C 3.31 -0.53 4.13 -0.1090
C 3.75 -0.79 2.84 -0.0320
C 2.89 -0.54 1.79 -0.1229
N 1.65 -0.07 1.95 -0.0403
C 1.23 0.19 3.20 -0.2362
H 3.94 -0.72 4.98 0.1079
H 4.74 -1.18 2.66 0.1164
H 3.20 -0.75 0.77 0.0909
H 0.22 0.56 3.29 0.0554
C -0.53 3.86 1.10 -0.1216
C -0.53 2.34 1.20 -0.4871
O -1.22 1.85 2.11 -0.1551
H -1.15 4.33 1.87 0.0736
H -0.89 4.17 0.11 0.0672
H 0.49 4.23 1.21 0.0688
N 2.58 3.28 -2.18 0.1494
C 1.71 2.79 -1.27 -0.1380
N 1.90 1.51 -1.02 0.0280
C 2.98 1.14 -1.83 -0.2320
C 3.60 -0.10 -2.00 -0.0275
C 4.64 -0.17 -2.90 -0.0659
C 5.07 0.95 -3.62 -0.0709
C 4.47 2.18 -3.47 -0.0019
C 3.41 2.24 -2.57 -0.1847
H 2.61 4.24 -2.48 0.1689
H 0.95 3.40 -0.80 0.0996
H 3.27 -0.98 -1.46 0.0931
H 5.14 -1.12 -3.06 0.1107
H 5.90 0.85 -4.31 0.1110
H 4.80 3.05 -4.03 0.1178
```

---

Entry from the OMol25 dataset: a molecular structure, C27H33IN8OS3Y (ωB97M-V/def2-TZVPD).

Computed properties:
Molecular weight = 797.627 g mol⁻¹
Net charge = +1
HOMO energy = -0.3542 Ha
Frontier orbital gap = 6.60 eV
E_tot = -3092.451214 hartree

Structure (XYZ):
```
74
Properties=species:S:1:pos:R:3:lowdin_charge:R:1
Y -0.22 0.34 0.20 1.2405
C -1.70 -0.89 5.40 -0.4003
S -1.46 0.83 4.89 0.8710
C -1.69 0.84 3.15 -1.1127
S -2.20 -0.50 2.22 0.6033
N -1.49 2.05 2.69 -0.1159
N -1.24 2.20 1.37 -0.1406
C -1.56 3.29 0.81 -0.0703
C -1.06 3.58 -0.54 -0.2601
C -1.38 4.78 -1.17 -0.0003
C -0.84 5.04 -2.42 -0.0319
C 0.02 4.12 -2.99 -0.0415
C 0.28 2.95 -2.29 -0.1365
N -0.25 2.67 -1.10 0.0369
H -2.36 -0.90 6.26 0.0339
H -0.74 -1.32 5.66 0.0339
H -2.15 -1.44 4.58 -0.0201
H -2.16 4.03 1.33 0.1357
H -2.03 5.48 -0.68 0.1228
H -1.07 5.97 -2.93 0.1200
H 0.47 4.29 -3.96 0.1149
H 0.94 2.20 -2.71 0.1061
C -2.55 -3.07 -1.45 -0.0660
N -1.35 -3.61 -0.81 -0.1827
C -1.64 -4.34 0.44 -0.0393
C -0.12 -3.16 -1.11 -0.7004
S 0.09 -1.63 -1.90 0.6469
N 0.93 -3.95 -0.87 -0.1799
C 0.84 -5.40 -0.71 -0.0270
C 2.30 -3.46 -0.79 -0.0617
H -3.30 -3.86 -1.48 0.0991
H -2.34 -2.75 -2.46 0.0685
H -2.96 -2.23 -0.88 0.0727
H -2.44 -3.81 0.95 0.0949
H -0.78 -4.31 1.09 0.0736
H -1.96 -5.36 0.26 0.0950
H -0.08 -5.78 -1.15 0.0930
H 0.89 -5.71 0.33 0.1002
H 1.68 -5.85 -1.25 0.0982
H 2.31 -2.39 -0.63 0.0342
H 2.85 -3.69 -1.71 0.0997
H 2.79 -3.94 0.06 0.1027
I -2.84 1.64 -5.29 0.9152
C -3.26 1.11 -3.32 -0.7087
C -4.55 1.11 -2.83 -0.1110
C -4.74 0.78 -1.50 -0.0314
C -3.64 0.49 -0.71 -0.1530
N -2.39 0.48 -1.19 -0.0344
C -2.22 0.77 -2.48 -0.2701
H -5.39 1.36 -3.47 0.1081
H -5.73 0.76 -1.06 0.1179
H -3.74 0.27 0.35 0.0368
H -1.21 0.71 -2.87 0.0502
C 2.00 -1.00 2.60 -0.0816
C 0.85 -1.13 1.61 -0.5418
O 0.34 -2.25 1.50 -0.1265
H 2.09 -1.91 3.21 0.0739
H 1.85 -0.13 3.25 0.0647
H 2.93 -0.84 2.05 0.0661
N 4.18 0.75 -1.28 0.1446
C 2.89 0.43 -1.45 -0.1770
N 2.12 0.90 -0.50 0.0128
C 2.98 1.59 0.37 -0.2401
C 2.70 2.29 1.54 -0.0209
C 3.76 2.86 2.21 -0.0631
C 5.08 2.75 1.73 -0.0672
C 5.37 2.07 0.56 -0.0036
C 4.29 1.50 -0.11 -0.1839
H 4.94 0.49 -1.89 0.1658
H 2.54 -0.18 -2.27 0.1015
H 1.68 2.39 1.91 0.1052
H 3.58 3.40 3.13 0.1125
H 5.88 3.21 2.29 0.1109
H 6.38 2.00 0.18 0.1171
```

---

Entry from the OMol25 dataset: a molecular structure, C27H33N4OPdS3 (ωB97M-V/def2-TZVPD).

Computed properties:
Molecular weight = 632.209 g mol⁻¹
Net charge = +1
Multiplicity = 5
HOMO energy (spin up / spin down) = -0.3499 / -0.4129 Ha
Frontier orbital gap (spin up / spin down) = 6.22 / 6.09 eV
E_tot = -2665.064784 hartree
<S²> = 6.058

Structure (XYZ):
```
69
Properties=species:S:1:pos:R:3:lowdin_charge:R:1
Pd 0.52 0.08 -1.27 0.8027
C -4.40 2.45 -0.92 -0.0618
C -3.54 2.64 -2.00 -0.0681
C -2.19 2.43 -1.86 -0.0345
C -1.66 2.05 -0.62 -0.3097
C -2.53 1.89 0.47 -0.0207
C -3.89 2.07 0.31 -0.0575
N -0.31 1.79 -0.52 0.0240
C 0.46 2.30 0.47 -0.2331
C 0.08 3.33 1.34 0.0053
C 0.95 3.74 2.34 -0.0643
C 2.19 3.14 2.50 -0.0458
C 2.62 2.15 1.64 -0.0130
C 1.78 1.75 0.60 -0.2427
N 2.09 0.81 -0.33 -0.1261
N 3.20 0.14 -0.36 0.1018
C 3.19 -0.94 -1.13 -0.3259
C 4.38 -1.67 -1.35 0.0059
C 4.37 -2.75 -2.19 -0.0457
C 3.16 -3.13 -2.78 -0.0420
C 2.02 -2.41 -2.51 -0.1274
N 2.00 -1.35 -1.71 -0.0066
H -5.46 2.58 -1.05 0.1092
H -3.94 2.96 -2.95 0.1114
H -1.51 2.60 -2.69 0.0942
H -2.12 1.56 1.42 0.1061
H -4.54 1.91 1.15 0.1109
H -0.88 3.81 1.21 0.1229
H 0.64 4.54 3.00 0.1129
H 2.84 3.47 3.30 0.1149
H 3.59 1.69 1.73 0.1138
H 5.28 -1.32 -0.86 0.1183
H 5.27 -3.31 -2.39 0.1171
H 3.12 -3.97 -3.46 0.1102
H 1.07 -2.69 -2.95 0.1087
C -1.42 0.64 -5.73 -0.1166
C -1.07 0.26 -4.32 -0.7609
S 0.47 0.81 -3.80 0.7618
C -1.92 -0.47 -3.52 -0.7426
C -3.30 -0.86 -3.94 -0.1034
S -1.47 -1.04 -1.97 0.7489
H -0.54 1.04 -6.23 0.0653
H -2.20 1.39 -5.75 0.0956
H -1.77 -0.23 -6.28 0.0908
H -3.53 -0.58 -4.96 0.0737
H -4.01 -0.36 -3.28 0.0833
H -3.44 -1.93 -3.82 0.0854
C -1.13 1.12 4.67 -0.1112
C -0.83 -0.37 4.80 -0.2921
C -1.01 -1.05 3.46 -0.3017
S 0.32 -0.45 2.32 0.9628
O -0.20 -0.69 0.94 -0.6015
C 1.52 -1.81 2.59 -0.3115
C 1.05 -3.08 1.90 -0.2995
C 2.17 -4.11 1.79 -0.0925
H -0.82 1.66 5.56 0.0783
H -2.20 1.28 4.54 0.0801
H -0.61 1.54 3.81 0.0321
H -1.51 -0.82 5.53 0.1174
H 0.19 -0.52 5.16 0.1038
H -1.95 -0.76 2.98 0.0980
H -0.96 -2.14 3.52 0.0840
H 1.62 -1.93 3.67 0.0974
H 2.47 -1.46 2.18 0.0853
H 0.69 -2.81 0.90 0.0949
H 0.22 -3.52 2.45 0.1050
H 2.98 -3.73 1.16 0.0669
H 1.78 -5.02 1.34 0.0778
H 2.58 -4.34 2.77 0.0790
```

---

Entry from the OMol25 dataset: a single C27H33NO4 molecule (ωB97M-V/def2-TZVPD).

Computed properties:
Molecular weight = 435.564 g mol⁻¹
SMILES = CCN(Cc1ccccc1)C[C@@H](O)COC(c1ccc(OC)cc1)c1ccc(OC)cc1
Net charge = 0
HOMO energy = -0.2889 Ha
Frontier orbital gap = 8.67 eV
E_tot = -1404.325571 hartree

Structure (XYZ):
```
65
Properties=species:S:1:pos:R:3:lowdin_charge:R:1
C -4.71 -2.24 -2.32 -0.0797
C -4.31 -3.00 -1.06 -0.2427
N -3.55 -2.17 -0.15 -0.1991
C -4.37 -1.26 0.64 -0.1396
C -3.65 0.03 0.91 -0.2206
C -3.24 0.82 -0.16 -0.0395
C -2.56 2.01 0.06 -0.0726
C -2.28 2.42 1.35 -0.0811
C -2.69 1.64 2.42 -0.0742
C -3.37 0.46 2.20 -0.0536
C -2.52 -2.85 0.62 -0.1089
C -1.11 -2.34 0.21 -0.3066
O -1.14 -1.88 -1.12 -0.0402
C -0.57 -1.26 1.18 -0.1417
O 0.84 -1.24 1.24 -0.1003
C 1.46 -0.68 0.10 -0.2556
C 1.18 0.81 -0.01 -0.1759
C 0.77 1.39 -1.20 -0.0206
C 0.55 2.75 -1.29 -0.0331
C 0.73 3.56 -0.17 -0.2924
O 0.52 4.91 -0.14 -0.0912
C 0.12 5.56 -1.33 -0.0931
C 1.13 2.98 1.03 -0.0036
C 1.36 1.63 1.11 -0.0015
C 2.95 -0.87 0.19 -0.1619
C 3.74 -0.70 -0.94 -0.0199
C 5.12 -0.84 -0.88 -0.0178
C 5.73 -1.14 0.33 -0.2786
O 7.07 -1.30 0.51 -0.0897
C 7.92 -1.15 -0.60 -0.0978
C 4.94 -1.31 1.47 0.0039
C 3.57 -1.17 1.40 -0.0153
H -5.26 -2.90 -2.98 0.0720
H -5.34 -1.39 -2.09 0.0632
H -3.83 -1.89 -2.84 0.0718
H -3.68 -3.84 -1.36 0.1170
H -5.21 -3.41 -0.57 0.1209
H -5.28 -1.04 0.07 0.1216
H -4.68 -1.72 1.59 0.1258
H -3.45 0.50 -1.17 0.1129
H -2.24 2.61 -0.78 0.0984
H -1.75 3.34 1.52 0.1016
H -2.48 1.96 3.43 0.1041
H -3.69 -0.14 3.04 0.1109
H -2.66 -2.70 1.69 0.1199
H -2.57 -3.93 0.42 0.1215
H -0.40 -3.18 0.24 0.1526
H -2.03 -1.51 -1.24 0.0632
H -0.95 -0.28 0.89 0.1137
H -0.89 -1.49 2.20 0.1312
H 1.08 -1.17 -0.81 0.1443
H 0.61 0.77 -2.07 0.1203
H 0.24 3.17 -2.24 0.1036
H 0.86 5.44 -2.12 0.0956
H 0.03 6.61 -1.07 0.0928
H -0.85 5.19 -1.67 0.0909
H 1.26 3.62 1.89 0.1201
H 1.67 1.18 2.04 0.1258
H 3.27 -0.47 -1.88 0.1182
H 5.69 -0.70 -1.78 0.1005
H 7.70 -1.88 -1.38 0.0940
H 8.93 -1.31 -0.23 0.0910
H 7.85 -0.14 -1.02 0.0941
H 5.43 -1.55 2.40 0.1164
H 2.96 -1.31 2.28 0.1151
```

---

For the records above, the corresponding energy relative to the best compared isomer or geometry (same formula, charge and spin) values read 19.9, 0.0, 193.9, 270.0, 8.4, 298.7 kJ/mol.
For the records above, the corresponding largest force on an atom values read 0.009, 0.016, 0.014, 0.036, 0.034, 0.012 Eh/bohr.